(1)
Formula: C36H65BaN2O7P2S2Si
Source: OMol25
Level of theory: ωB97M-V with the def2-TZVPD basis set

Results
LUMO	2.160	eV
E_tot	-3841.287920	a.u.
orbital gap	0.197	hartree
ΔE to the lowest compared entry with this formula, charge and spin	3.032	eV

The geometry in ORCA input format:
```
! RIJCOSX wB97M-V def2-TZVPD def2/J DEFGRID3
* xyz -1 1
Ba -0.6094 -0.0500 0.2131
C -5.0571 -4.0417 -5.4283
C -4.5361 -3.4298 -4.1518
C -3.2588 -2.8789 -4.0917
C -2.7783 -2.3233 -2.9158
C -3.5884 -2.3229 -1.7870
C -4.8707 -2.8498 -1.8262
C -5.3379 -3.3973 -3.0101
S -2.9313 -1.6887 -0.2750
O -3.7771 -2.1448 0.7978
O -2.8837 -0.2300 -0.4362
N -1.4471 -2.1601 -0.1793
C -1.0122 -3.4817 -0.0539
C -1.8268 -4.6161 -0.1832
C -1.2538 -5.8653 -0.0525
C 0.1075 -5.9752 0.1968
C 0.8288 -4.7985 0.3128
N 0.2914 -3.5863 0.1976
H -4.2689 -4.1218 -6.1764
H -5.8611 -3.4308 -5.8464
H -5.4621 -5.0389 -5.2453
H -2.6239 -2.8921 -4.9705
H -1.7809 -1.8922 -2.8740
H -5.4801 -2.8317 -0.9304
H -6.3358 -3.8214 -3.0480
H -2.8868 -4.5042 -0.3657
H -1.8686 -6.7528 -0.1421
H 0.5903 -6.9384 0.2987
H 1.8960 -4.8184 0.5158
C -1.5093 3.6609 -2.8811
C -1.5050 2.3628 -3.6839
C -2.8797 1.7112 -3.6501
C -1.1482 2.6683 -5.1402
O -0.5746 1.4561 -3.0490
Si 0.9959 1.1084 -3.5248
S 2.0291 0.0600 -2.1140
O 0.7322 0.3560 -4.9836
C 1.6101 -0.0965 -6.0073
C 2.9801 -0.5100 -5.4717
C 1.7715 1.0285 -7.0290
C 0.9290 -1.2993 -6.6470
O 1.6724 2.5682 -3.9831
C 2.6122 3.4458 -3.3485
C 2.2675 3.6886 -1.8793
C 2.5323 4.7547 -4.1205
C 4.0187 2.8622 -3.4594
H -2.2924 4.3354 -3.2397
H -0.5435 4.1624 -2.9909
H -1.6724 3.4525 -1.8208
H -3.6431 2.4025 -4.0202
H -3.1335 1.4172 -2.6359
H -2.8806 0.8179 -4.2819
H -1.8995 3.3426 -5.5608
H -1.1210 1.7466 -5.7244
H -0.1647 3.1382 -5.2088
H 3.5011 0.3512 -5.0410
H 3.5857 -0.9255 -6.2831
H 2.8696 -1.2494 -4.6762
H 2.1508 1.9205 -6.5235
H 0.8036 1.2732 -7.4768
H 2.4676 0.7371 -7.8218
H 0.8038 -2.0852 -5.8964
H 1.5232 -1.6905 -7.4780
H -0.0596 -1.0126 -7.0179
H 1.2412 4.0598 -1.7793
H 2.9532 4.4269 -1.4518
H 2.3485 2.7535 -1.3215
H 1.5083 5.1413 -4.0944
H 2.8092 4.5898 -5.1664
H 3.2037 5.5022 -3.6871
H 4.0490 1.9002 -2.9447
H 4.7536 3.5351 -3.0061
H 4.2763 2.7088 -4.5119
C -2.8283 0.3784 5.0594
P -1.2543 0.5799 4.1032
C -0.1374 -0.3691 5.2082
C -0.8829 2.3128 4.6766
C 0.4055 2.9381 4.1063
P 0.5143 2.7652 2.2742
C -0.2739 4.3954 1.7886
C 2.2389 3.3322 1.9811
H -2.7080 0.6424 6.1137
H -3.1592 -0.6595 4.9861
H -3.6043 1.0112 4.6185
H -0.2125 -0.0330 6.2463
H 0.8872 -0.2600 4.8432
H -0.4063 -1.4275 5.1503
H -0.8593 2.3226 5.7711
H -1.7495 2.9124 4.3688
H 1.2841 2.4216 4.5011
H 0.4644 3.9940 4.3803
H 0.1033 5.2545 2.3548
H -1.3630 4.3405 1.9017
H -0.0709 4.5572 0.7238
H 2.4123 4.3102 2.4417
H 2.4011 3.4067 0.9034
H 2.9327 2.5961 2.3835
C -4.4774 3.3157 2.1784
C -5.2184 3.4774 0.8313
C -4.3113 2.7346 -0.1750
O -3.0871 2.5016 0.5128
C -3.4507 2.2368 1.8601
H -5.1392 3.0390 3.0000
H -3.9595 4.2379 2.4450
H -5.3355 4.5264 0.5620
H -6.2089 3.0219 0.8611
H -4.0925 3.3022 -1.0743
H -4.7576 1.7769 -0.4664
H -2.5463 2.2730 2.4624
H -3.8960 1.2357 1.9420
C 2.6467 -1.2400 1.6225
C 1.5890 -0.1722 1.9453
O 1.8767 0.5052 2.9649
H 3.4733 -1.2517 2.3476
H 3.0256 -1.0301 0.6122
H 2.1610 -2.2226 1.5649
*
```

=====

(2)
Formula: C21H23Cl2NO3
Source: OMol25
Level of theory: ωB97M-V with the def2-TZVPD basis set

Results
SMILES	COc1cc(C(=O)NC2CCCCC2)ccc1OCc1ccc(Cl)cc1Cl
LUMO	0.596	eV
E_tot	-2014.905066	a.u.
orbital gap	0.328	hartree

The geometry in ORCA input format:
```
! RIJCOSX wB97M-V def2-TZVPD def2/J DEFGRID3
* xyz 0 1
C 2.7107 -2.3771 0.7360
O 1.4059 -2.0536 0.3120
C 1.0885 -0.8049 -0.1366
C -0.2800 -0.5898 -0.2625
C -0.7971 0.6159 -0.7153
C -2.2589 0.8661 -0.8850
O -2.6910 1.6405 -1.7180
N -3.0575 0.1794 -0.0363
C -4.5005 0.2831 -0.0458
C -5.1361 -1.0951 -0.2384
C -6.6571 -0.9789 -0.2664
C -7.1685 -0.3357 1.0191
C -6.5330 1.0373 1.2157
C -5.0118 0.9238 1.2466
C 0.0875 1.6301 -1.0545
C 1.4495 1.4378 -0.9323
C 1.9774 0.2303 -0.4867
O 3.3242 -0.0113 -0.3946
C 4.2212 1.0571 -0.6103
C 5.6207 0.5471 -0.3925
C 5.9778 -0.7117 -0.8614
C 7.2492 -1.2201 -0.6804
C 8.1954 -0.4511 -0.0204
Cl 9.7887 -1.0630 0.2178
C 7.8764 0.8123 0.4492
C 6.5928 1.3002 0.2599
Cl 6.2362 2.8844 0.8491
H 2.6241 -3.3667 1.1850
H 3.0832 -1.6719 1.4819
H 3.4115 -2.4192 -0.0997
H -0.9170 -1.4267 -0.0198
H -2.6419 -0.3957 0.6783
H -4.7465 0.9271 -0.8965
H -4.7742 -1.5361 -1.1690
H -4.8348 -1.7476 0.5860
H -6.9552 -0.3678 -1.1206
H -7.1005 -1.9690 -0.3909
H -6.9206 -0.9758 1.8692
H -8.2551 -0.2396 0.9792
H -6.8275 1.6938 0.3945
H -6.8885 1.4838 2.1465
H -4.5619 1.9114 1.3642
H -4.7073 0.3087 2.0981
H -0.3040 2.5667 -1.4183
H 2.1095 2.2455 -1.2040
H 4.1339 1.4294 -1.6433
H 4.0059 1.8830 0.0787
H 5.2333 -1.2976 -1.3764
H 7.5080 -2.1996 -1.0489
H 8.6149 1.4109 0.9578
*
```

=====

(3)
Formula: C6H10N2O
Source: OMol25
Level of theory: ωB97M-V with the def2-TZVPD basis set

Results
LUMO	-0.148	eV
E_tot	-419.101526	a.u.
orbital gap	0.274	hartree
ΔE to the lowest compared entry with this formula, charge and spin	7.754	eV

The geometry in ORCA input format:
```
! RIJCOSX wB97M-V def2-TZVPD def2/J DEFGRID3
* xyz 0 1
C 2.3898 1.6171 0.0707
C 1.0707 0.7233 -0.1005
C -0.2974 0.9248 0.0972
C -1.0848 -0.1426 0.0762
C -2.5489 -0.4099 0.4985
C -0.0384 -1.2248 -0.0574
H 2.8510 1.2617 0.9183
H 2.4888 2.6654 0.2201
H 2.9149 1.1973 -0.8853
H -0.8349 1.9728 0.0704
H -2.9709 -0.1308 1.6238
H -2.9643 -1.4059 0.4168
H -4.1381 1.1448 0.3064
H -0.2193 -2.1945 -0.4819
H 3.0755 -1.3627 0.9041
H 3.0180 -1.1595 -0.7299
N 1.1868 -0.6455 -0.1587
N 2.5170 -1.3313 -0.0044
O -3.2617 0.3651 -0.5912
*
```

=====

(4)
Formula: C4H5NO
Source: OMol25
Level of theory: ωB97M-V with the def2-TZVPD basis set

Results
SMILES	O=CC[C@H]1C=N1
LUMO	1.008	eV
E_tot	-285.325132	a.u.
orbital gap	0.403	hartree
ΔE to the lowest compared entry with this formula, charge and spin	2.434	eV

The geometry in ORCA input format:
```
! RIJCOSX wB97M-V def2-TZVPD def2/J DEFGRID3
* xyz 0 1
O 1.4468 0.7388 -1.1151
C 1.2970 -0.3955 -0.7264
C 0.2026 -0.8503 0.2131
C -0.6703 0.2600 0.7563
C -1.0804 1.3728 -0.0698
N -1.9923 0.5217 0.0511
H 1.9843 -1.1986 -1.0681
H -0.4138 -1.5769 -0.3386
H 0.6726 -1.4210 1.0247
H -0.6868 0.3665 1.8406
H -0.8781 2.3097 -0.5718
*
```